[1]
{
  "formula": "C3H10O2",
  "method": "ωB97M-V with the def2-TZVPD basis set",
  "symbols": ["C", "C", "C", "O", "H", "H", "H", "H", "H", "H", "H", "H", "H", "H", "O"],
  "xyz": [[-0.590, -2.268, -0.247], [-0.713, -0.741, 0.140], [0.498, -0.290, 0.983], [-1.998, -0.387, 0.747], [-1.524, -2.716, -0.791], [-0.322, -2.910, 0.601], [0.093, -2.008, -1.050], [-0.688, -0.007, -0.756], [1.175, 0.054, 0.144], [0.964, -1.162, 1.594], [0.303, 0.688, 1.515], [-2.380, -1.216, 1.151], [1.874, 3.609, -1.704], [1.321, 5.021, -1.294], [1.987, 4.333, -1.033]],
  "forces_ev_per_angstrom": [[-2.07, 1.82, -1.34], [-1.65, 0.83, 0.29], [0.77, 0.05, -0.80], [0.18, -1.78, 0.57], [1.48, 1.08, 1.15], [0.45, 0.29, -0.51], [1.00, -1.68, -0.06], [-0.22, -1.68, 0.93], [0.17, -0.72, 1.26], [-0.74, 1.86, -0.78], [-0.01, -1.46, -0.09], [0.65, 1.39, -0.61], [0.12, 1.11, 0.96], [0.94, -1.03, 0.33], [-1.06, -0.08, -1.29]],
  "homo_energy_ev": -10.00,
  "lumo_energy_ev": 0.7,
  "de_lowest_kj_mol": 122.9,
  "spin_multiplicity": 1,
  "orbital_gap_ev": 10.7,
  "fmax_ev_per_a": 3.1,
  "e_tot_ha": -270.72501
}

[2]
{
  "formula": "C3H10O2P2",
  "method": "ωB97M-V with the def2-TZVPD basis set",
  "symbols": ["C", "C", "C", "O", "O", "P", "P", "H", "H", "H", "H", "H", "H", "H", "H", "H", "H"],
  "xyz": [[3.534, -0.285, -0.236], [-3.374, -0.738, 0.208], [-0.465, 1.678, 0.319], [2.230, -0.904, 0.063], [-2.115, -0.721, -0.452], [0.967, -0.645, -0.954], [-0.554, -0.087, 0.684], [4.110, -0.989, -0.766], [3.965, -0.092, 0.717], [3.469, 0.755, -0.634], [-3.869, 0.337, 0.168], [-3.345, -1.005, 1.314], [-4.151, -1.420, -0.201], [-0.652, 1.875, -0.758], [0.569, 1.863, 0.496], [-1.115, 2.351, 0.918], [0.794, -1.973, -0.887]],
  "forces_ev_per_angstrom": [[-2.12, 1.17, 1.14], [-0.99, 2.13, 1.38], [-1.58, 0.55, -1.02], [2.04, 1.42, 0.10], [1.90, 0.69, 1.89], [-0.26, 1.10, 0.43], [-2.57, -1.94, -2.11], [0.77, -0.46, -1.01], [0.59, -0.29, 0.93], [-0.24, -1.02, -0.56], [0.87, -1.89, 0.08], [0.35, 0.26, -1.13], [0.99, 0.14, -0.42], [0.09, -0.09, 0.59], [1.01, 0.60, 0.32], [0.52, -0.59, -0.16], [-1.39, -1.77, -0.47]],
  "homo_energy_ev": -8.72,
  "lumo_energy_ev": 0.4,
  "de_lowest_kj_mol": 131.1,
  "spin_multiplicity": 1,
  "orbital_gap_ev": 9.1,
  "fmax_ev_per_a": 3.8,
  "e_tot_ha": -953.40205
}

[3]
{
  "formula": "C3H10O2S2",
  "method": "ωB97M-V with the def2-TZVPD basis set",
  "symbols": ["C", "C", "O", "C", "S", "S", "H", "H", "H", "H", "H", "H", "H", "H", "H", "H", "O"],
  "xyz": [[1.266, -0.217, 0.740], [2.097, 0.934, 1.291], [2.726, 0.610, 2.511], [-0.197, -0.112, 1.298], [-1.467, -1.014, 0.478], [-3.154, 0.019, 1.041], [1.105, -0.293, -0.319], [1.633, -1.180, 1.077], [1.493, 1.837, 1.407], [2.863, 1.292, 0.617], [2.057, 0.528, 3.195], [-0.320, -0.338, 2.368], [-0.562, 0.916, 1.353], [-3.559, -0.893, 1.951], [-2.054, -1.121, -5.667], [-1.566, -0.350, -6.907], [-2.362, -0.616, -6.433]],
  "forces_ev_per_angstrom": [[-1.91, -0.58, 0.75], [0.12, 0.63, 0.11], [-0.07, -0.18, -0.23], [0.56, 0.96, 0.36], [-0.51, -0.27, 0.45], [0.59, 0.03, 0.10], [0.66, 0.42, -0.76], [0.52, -0.06, -0.02], [-0.41, -0.01, 0.09], [0.39, -0.55, -0.30], [0.06, 0.07, 0.24], [0.12, -0.62, 0.02], [0.04, 0.44, -0.47], [-0.17, -0.27, -0.35], [-0.04, 0.15, -0.36], [-0.07, -0.07, 0.05], [0.11, -0.09, 0.30]],
  "homo_energy_ev": [-13.50, -13.50],
  "lumo_energy_ev": [-5.1, -8.9],
  "de_lowest_kj_mol": 99.0,
  "charge": 1,
  "spin_multiplicity": 2,
  "orbital_gap_ev": [8.4, 4.6],
  "fmax_ev_per_a": 2.1,
  "e_tot_ha": -1066.79557
}

[4]
{
  "formula": "C3H10O3",
  "method": "ωB97M-V with the def2-TZVPD basis set",
  "symbols": ["C", "O", "C", "C", "H", "H", "H", "H", "H", "H", "H", "H", "O", "H", "H", "O"],
  "xyz": [[-1.593, 1.134, -0.111], [-1.192, -0.212, 0.199], [-1.637, 1.433, -1.594], [-2.513, 2.316, -2.081], [-0.862, 1.840, 0.336], [-2.548, 1.370, 0.341], [-1.076, -0.544, -0.705], [-0.869, 1.017, -2.238], [-2.310, 2.674, -3.094], [-2.916, 3.165, -1.524], [4.963, -2.343, 3.036], [5.183, -3.172, 1.773], [4.494, -2.845, 2.379], [1.295, -1.732, 0.418], [0.540, -1.756, 1.724], [1.039, -2.347, 1.141]],
  "forces_ev_per_angstrom": [[0.94, 0.61, 0.18], [-0.17, 0.65, -1.18], [-1.09, 0.50, 0.92], [2.16, 1.50, -0.93], [-0.15, -0.38, -0.05], [-0.28, -0.16, 0.06], [0.10, -0.75, 0.67], [-0.20, -0.41, -0.07], [-0.42, -0.55, -0.11], [-0.86, -1.01, 0.54], [0.30, 0.30, 0.41], [-0.44, 0.20, 0.39], [0.19, -0.49, -0.79], [-0.17, -0.73, 0.69], [0.02, -0.29, -0.13], [0.08, 1.01, -0.61]],
  "homo_energy_ev": -10.02,
  "lumo_energy_ev": 0.8,
  "de_lowest_kj_mol": 167.5,
  "spin_multiplicity": 1,
  "orbital_gap_ev": 10.8,
  "fmax_ev_per_a": 2.8,
  "e_tot_ha": -345.95064
}

[5]
{
  "formula": "C3H10O3",
  "method": "ωB97M-V with the def2-TZVPD basis set",
  "symbols": ["O", "O", "C", "C", "C", "H", "H", "H", "H", "H", "H", "H", "H", "O", "H", "H"],
  "xyz": [[-0.979, -1.396, -0.272], [-0.018, 0.657, -0.287], [-1.084, -2.591, 0.505], [0.033, 0.806, -1.683], [0.139, -0.709, 0.081], [-1.212, -2.354, 1.574], [-0.207, -3.251, 0.394], [-1.978, -3.133, 0.155], [-0.574, 0.038, -2.192], [1.086, 0.679, -1.987], [-0.311, 1.801, -2.013], [0.219, -0.749, 1.185], [1.079, -1.114, -0.339], [1.656, 3.731, 1.531], [1.274, 4.173, 2.323], [0.875, 3.412, 1.024]],
  "forces_ev_per_angstrom": [[-0.91, -1.62, -0.20], [-0.15, -0.70, 0.63], [-0.55, -0.18, -0.27], [0.44, -0.24, -0.88], [0.89, 1.83, 1.07], [0.07, 0.02, -0.27], [-0.17, 0.26, -0.07], [0.44, 0.28, 0.13], [0.12, 0.33, 0.13], [-0.25, 0.09, -0.26], [0.09, -0.38, 0.51], [0.24, 0.41, -0.29], [-0.27, -0.03, -0.23], [-1.17, 0.18, 0.32], [0.37, -0.49, -0.88], [0.80, 0.24, 0.56]],
  "homo_energy_ev": -10.15,
  "lumo_energy_ev": 0.9,
  "de_lowest_kj_mol": 119.9,
  "spin_multiplicity": 1,
  "orbital_gap_ev": 11.1,
  "fmax_ev_per_a": 2.3,
  "e_tot_ha": -345.96879
}

[6]
{
  "formula": "C3H10O3S",
  "method": "ωB97M-V with the def2-TZVPD basis set",
  "symbols": ["C", "O", "C", "C", "S", "H", "H", "H", "H", "H", "H", "H", "H", "O", "H", "H", "O"],
  "xyz": [[-0.512, 0.527, -0.332], [0.115, -0.184, -1.392], [-1.159, -0.365, 0.723], [-1.617, 0.411, 1.947], [-2.394, -0.477, 3.371], [-1.332, 1.055, -0.861], [0.160, 1.347, -0.015], [-1.810, -1.041, 0.184], [-0.371, -1.035, 1.092], [-0.694, 0.805, 2.401], [-2.133, 1.316, 1.744], [2.406, 0.062, -2.325], [1.673, 1.202, -1.719], [2.494, 1.013, -2.193], [1.058, -1.144, -1.205], [2.185, -1.658, -0.250], [1.930, -1.835, -1.169]],
  "forces_ev_per_angstrom": [[-0.23, -0.41, -2.55], [-0.15, 0.16, 0.69], [1.65, 0.21, 0.48], [0.93, -0.59, 1.24], [-0.28, -0.08, -0.32], [-0.23, 0.33, 0.46], [-0.05, -0.24, 0.92], [-0.85, 0.12, 0.15], [0.01, -0.08, -0.02], [0.10, -0.10, -0.27], [-1.08, 0.70, -0.66], [-0.09, -0.21, 0.31], [-0.35, -0.46, -0.10], [0.63, 0.59, -0.28], [-0.01, 0.03, -0.15], [0.12, -0.21, -0.38], [-0.10, 0.23, 0.48]],
  "homo_energy_ev": 0.33,
  "lumo_energy_ev": 6.0,
  "de_lowest_kj_mol": 73.9,
  "charge": -2,
  "spin_multiplicity": 1,
  "orbital_gap_ev": 5.7,
  "fmax_ev_per_a": 2.6,
  "e_tot_ha": -744.15769
}

[7]
{
  "formula": "C3H10O3S2",
  "method": "ωB97M-V with the def2-TZVPD basis set",
  "symbols": ["C", "C", "O", "C", "S", "S", "H", "H", "H", "H", "H", "H", "H", "H", "O", "H", "H", "O"],
  "xyz": [[-0.159, -0.797, -1.933], [-0.156, 0.418, -2.856], [0.947, 0.956, -2.842], [-1.590, -1.046, -1.357], [-1.724, -2.406, -0.086], [-1.124, -1.820, 1.792], [0.364, -1.618, -2.414], [0.554, -0.642, -1.088], [-1.044, 0.870, -3.211], [-1.852, -0.184, -0.756], [-2.341, -1.301, -2.117], [0.203, -2.065, 1.502], [1.403, -0.005, 2.079], [1.784, -1.046, 2.944], [1.345, -0.874, 2.174], [1.169, 3.659, 1.953], [1.191, 4.338, 3.318], [1.031, 3.563, 2.898]],
  "forces_ev_per_angstrom": [[-1.31, -0.38, 0.77], [4.22, -0.56, 3.35], [-1.46, 0.59, -1.59], [1.33, -0.66, 0.88], [-0.63, -0.70, -0.88], [0.52, -0.25, -1.40], [-0.65, -0.54, -0.49], [-0.68, 0.57, -0.55], [-1.14, 0.46, -1.04], [-0.40, 0.47, -0.39], [0.16, 0.18, 0.31], [-1.45, 0.05, 0.48], [0.20, 6.02, -0.93], [1.92, -0.99, 3.22], [-0.62, -4.24, -1.72], [0.06, 0.33, 0.10], [0.81, 3.72, 1.66], [-0.85, -4.09, -1.79]],
  "homo_energy_ev": -8.61,
  "lumo_energy_ev": 0.3,
  "de_lowest_kj_mol": 202.6,
  "spin_multiplicity": 1,
  "orbital_gap_ev": 8.9,
  "fmax_ev_per_a": 6.1,
  "e_tot_ha": -1142.31869
}